The following is a quantum chemistry calculation of a gas-phase ion, C8H19O3SSi (charge -1), from OMol25.

```
32
Properties=species:S:1:pos:R:3:forces:R:3
S 1.10596 0.88054 -0.93918 -0.35 -1.90 3.73
Si 0.90556 -2.18676 -0.63848 0.05 0.05 -1.13
O -0.30402 1.09869 -1.17265 -0.03 0.53 -0.62
O 1.98818 0.54369 -2.00328 0.75 0.30 -1.87
O 1.03390 -0.64820 -0.19122 -0.58 0.75 0.56
C 1.84696 1.79617 0.39537 0.92 -2.17 -2.86
C 1.38289 3.88062 -0.88889 -3.33 -0.58 -0.68
C -2.39734 -4.87142 -1.07199 0.13 -0.90 0.16
C 1.27847 3.13624 0.44536 -0.16 2.22 2.60
C 2.08205 3.83704 1.60061 2.16 3.50 -2.24
C -0.79232 -2.88211 -1.28258 0.22 0.79 1.15
C -0.13293 3.12085 1.05592 2.27 -1.09 1.36
C -1.05175 -4.23158 -0.62376 1.69 -1.86 -0.51
H -0.76086 -2.96629 -2.36962 -0.37 0.22 0.00
H 2.06819 -2.40588 -1.53888 -0.31 -0.36 -0.43
H -0.37834 4.01216 1.54736 -0.42 1.70 0.40
H 2.80656 1.90829 -0.17408 0.05 -0.15 0.88
H 0.90365 3.12442 -1.70011 1.19 2.21 1.56
H -0.14013 -4.93869 -0.83174 -1.61 0.97 0.12
H -1.61409 -2.21654 -0.89468 0.75 -0.19 -0.91
H -3.16965 -4.26381 -0.58572 -0.27 0.27 -0.99
H 1.70848 4.90076 1.89723 0.44 -1.27 -1.17
H -0.73983 2.91599 0.27562 -2.69 -0.84 -2.04
H -2.49147 -5.07137 -2.19987 0.03 0.99 1.62
H 2.43192 4.03107 -1.08680 0.18 0.52 -0.43
H 0.67898 4.81354 -0.84781 1.68 -1.16 -0.40
H -2.63941 -5.86397 -0.62924 0.76 0.32 -0.06
H 1.22641 -3.01923 0.49022 0.00 -0.46 0.94
H 3.24785 3.96848 1.37228 -2.35 -0.43 0.42
H -0.96588 -4.09266 0.47119 -0.55 -0.20 -0.40
H -0.14712 2.34329 1.84166 -0.17 0.07 -0.60
H 1.97151 3.38725 2.51940 -0.08 -1.85 1.82
```
Positions in Å, forces in eV/Å.

Values from the calculation:
lowest unoccupied orbital energy: 3.195 eV
energy relative to the best compared isomer or geometry (same formula, charge and spin): 36.4 kcal/mol
Kohn-Sham gap: 6.70 eV
SMILES: CCC[SiH2]O[S@](=O)([O-])=CC(C)(C)C
charge: -1
HOMO energy: -3.50 eV

***

The following is a quantum chemistry calculation of a molecular structure, C8H20BF2N4O8PS2, from OMol25.

```
46
Properties=species:S:1:pos:R:3:forces:R:3
S -0.57549 -4.71825 -0.26791 1.03 -0.43 -0.64
S -2.91309 -5.23747 0.86711 -1.42 -0.15 0.66
P -1.52846 1.70158 1.60479 -0.48 -0.63 0.50
F -3.42077 -4.91338 2.33417 0.36 0.19 -0.09
F -0.49409 -6.27693 -0.48917 -0.17 0.00 -0.08
O -2.90544 -6.65783 0.82009 0.32 -0.10 -0.09
O -2.62466 1.94222 0.72010 -1.43 0.53 -1.72
O -2.05944 0.82805 2.83582 1.12 -0.46 0.31
O -1.10847 -4.22887 -1.51348 -0.35 0.37 0.14
O 2.82111 -1.15270 -2.02246 -0.53 -0.79 -0.58
O 0.79283 -4.37754 -0.02144 -0.12 0.62 0.57
O -3.83347 -4.54108 0.02909 0.26 0.28 -0.13
O -0.91675 2.99497 2.26448 0.76 -0.16 0.59
N -1.47553 -4.55829 0.99893 0.20 -0.10 -0.47
N 0.94407 0.01879 -0.96138 0.50 0.52 -1.06
N -0.92315 -1.00568 -2.06671 0.23 -1.20 -0.99
N -0.79190 -0.53013 0.26596 -0.61 1.12 -1.89
C 0.83085 2.41401 -0.95417 0.51 0.68 1.22
C -0.57106 2.88351 -1.29319 0.18 -0.85 -0.15
C 2.60759 -1.58628 0.43498 -0.50 1.40 -0.14
C 0.92402 1.17635 -0.01735 -0.88 -0.80 -1.13
C 1.17648 4.72228 0.26178 0.77 -0.09 0.18
C 1.79107 3.54260 -0.47758 -0.79 0.21 -0.51
C -0.20829 0.66298 0.88905 0.54 0.07 2.41
C -0.25875 -0.53987 -1.01100 -1.24 -0.16 3.00
B 2.13871 -0.90732 -0.88863 0.82 -0.52 -0.66
H 1.83563 1.19182 0.55346 0.42 0.08 0.13
H 1.90877 5.51890 0.26675 0.21 0.30 0.01
H 1.00430 4.48828 1.29988 -0.47 -0.07 0.32
H 0.30284 0.31485 1.79072 0.23 -0.03 0.19
H -0.56077 3.35683 -2.26473 -0.08 0.45 -0.11
H 2.24577 3.94214 -1.37401 0.26 0.08 -0.29
H 1.90095 -1.37167 1.22545 -0.11 -0.26 0.45
H 2.22819 -1.30565 -2.78026 0.50 0.58 0.01
H -1.80345 -0.59235 0.36274 0.00 -0.28 -0.30
H 1.25395 2.07643 -1.88445 0.29 -0.43 -0.26
H -1.25301 -0.34453 -2.75169 0.58 -0.03 -0.26
H 3.55980 -1.15121 0.71506 0.42 -0.13 0.16
H -1.22847 2.02599 -1.37636 -0.30 -0.22 -0.17
H -1.36389 0.24563 3.18593 -0.49 -0.01 0.24
H 2.69748 -2.64892 0.27804 0.03 -0.36 -0.01
H -1.02357 3.50264 -0.54436 -0.15 0.45 0.21
H -0.78900 2.82445 3.21387 0.04 0.46 -0.20
H -1.22182 -1.97448 -2.16279 -0.36 -0.01 0.57
H 2.59370 3.11978 0.11274 0.27 -0.13 0.12
H 0.29468 5.12536 -0.20784 -0.37 -0.01 -0.07
```
Positions in Å, forces in eV/Å.

Values from the calculation:
lowest unoccupied orbital energy: -1.560 eV
Kohn-Sham gap: 7.73 eV
charge: 0
HOMO energy: -9.29 eV

***

The following is a quantum chemistry calculation of 2 unconnected molecules or ions with the total composition C8H20BO3, from OMol25.

```
32
Properties=species:S:1:pos:R:3:forces:R:3
O -0.90556 2.25428 -1.81645 -0.11 -0.23 -0.48
O 0.49443 1.23484 -0.18030 -0.36 0.19 0.18
O 0.50250 -0.59515 2.37590 0.08 -0.06 -0.04
C 1.09699 0.92073 -2.71293 0.14 0.31 -0.30
C -1.46248 -1.92393 -2.25533 -0.02 -0.09 -0.13
C 0.61766 1.61225 3.35971 -0.02 0.00 -0.04
C -0.69853 -0.89619 -3.11558 0.05 0.03 -0.13
C 2.14072 -0.26571 4.11712 0.04 0.06 -0.01
C -2.80411 -1.41411 -1.74016 -0.07 0.07 0.03
C 1.38470 0.36491 2.95784 -0.10 -0.04 0.00
C 0.70072 -0.57810 -2.58213 -0.43 0.08 0.32
B 0.24003 1.48207 -1.55751 0.06 -0.27 0.08
H 0.72537 1.27826 -3.67966 0.10 0.07 0.00
H 2.07591 0.62483 2.15484 -0.01 -0.04 -0.02
H -1.64422 -2.83913 -2.83120 0.02 -0.03 0.06
H 2.17413 1.11945 -2.69844 0.03 -0.20 0.08
H -3.50803 -1.25224 -2.56205 0.03 0.02 0.00
H -1.33367 0.01004 -3.20970 -0.03 -0.06 0.05
H -2.68204 -0.45406 -1.22882 0.03 -0.04 0.03
H -3.27349 -2.11080 -1.03719 0.01 0.00 -0.01
H 0.75952 -0.92109 -1.54031 0.12 -0.01 -0.01
H 0.10789 2.01464 2.48492 0.01 0.00 0.00
H 0.46910 0.29332 0.00445 0.31 -0.07 0.00
H -1.66955 1.93870 -1.32486 0.08 0.19 0.38
H 1.28696 2.37440 3.76396 0.01 0.00 0.00
H -0.83564 -2.21457 -1.40783 0.00 0.01 -0.01
H -0.66634 -1.29551 -4.14530 0.03 0.07 -0.03
H 1.43977 -0.57375 4.89970 0.01 0.01 0.01
H -0.12476 1.36895 4.12776 0.01 0.01 0.01
H -0.14390 -0.84933 3.04321 -0.03 0.03 -0.03
H 2.68627 -1.14634 3.77866 0.00 -0.01 0.01
H 2.84964 0.43833 4.55767 0.00 0.00 0.00
```
Positions in Å, forces in eV/Å.

Values from the calculation:
lowest unoccupied orbital energy: 2.991 eV
Kohn-Sham gap: 3.87 eV
charge: -1
HOMO energy: -0.88 eV

***

The following is a quantum chemistry calculation of a molecular structure, C8H20ClI2LuOP2, from OMol25.

```
35
Properties=species:S:1:pos:R:3:forces:R:3
Lu 0.01301 -0.87846 -0.54804 -0.09 0.24 1.47
I -0.46724 1.43076 -2.22816 0.45 0.11 -1.52
I 0.37748 -1.26073 -3.38636 -0.49 0.13 -0.69
Cl 0.02882 -1.83558 1.96048 -0.02 0.07 -0.57
P 2.85059 0.01711 -0.06673 0.45 -0.41 -0.03
P -2.85332 -0.08720 -0.07356 -0.22 -0.37 -0.02
O -0.04433 2.24736 0.61862 0.06 -3.58 -0.16
C 3.79128 1.57612 0.35098 -1.18 -0.41 -0.22
C -3.55913 -1.38597 0.99002 -0.06 -0.25 -0.02
C -0.00244 -0.00455 1.99263 -0.02 0.33 1.19
C -3.33158 -0.63913 -1.75478 0.42 0.22 0.26
C 3.60215 -1.26966 1.00613 -0.13 -0.11 -0.09
C -3.83832 1.44841 0.32652 1.15 -0.46 -0.16
C 3.37554 -0.52768 -1.73505 -0.43 0.00 0.27
C -0.02051 1.05708 0.40476 0.04 4.13 2.31
H -4.40377 -0.75714 -1.86171 -0.13 -0.14 -0.12
H 4.87120 1.45272 0.32342 0.00 -0.29 -0.08
H -4.91307 1.28550 0.29507 0.01 -0.24 -0.10
H -3.54183 1.76343 1.33019 -0.10 0.05 -0.09
H 2.97709 0.17747 -2.45966 0.21 0.13 -0.18
H -3.38383 -1.13159 2.04264 -0.16 -0.10 -0.19
H 2.86656 -1.48482 -1.93354 0.56 0.19 0.09
H 4.68876 -1.33438 0.81223 -0.50 -0.01 0.17
H 3.12422 -2.24752 0.79724 0.36 0.43 0.10
H -2.80087 -1.58342 -1.95015 -0.38 0.03 -0.04
H -3.04877 -2.34770 0.78386 -0.37 0.41 0.10
H -4.64112 -1.48608 0.79192 0.46 -0.04 0.21
H -2.94445 0.08986 -2.46746 -0.38 -0.09 -0.09
H 3.41576 -1.02161 2.05868 0.16 -0.10 -0.20
H -3.55572 2.22901 -0.38232 -0.10 0.03 0.08
H 3.48714 2.35089 -0.35622 0.08 0.01 0.10
H 0.84510 0.26818 2.64045 0.13 0.04 -0.82
H 4.44824 -0.62918 -1.83720 0.22 -0.04 -0.04
H 3.47875 1.87837 1.35334 0.09 0.05 -0.08
H -0.86270 0.23829 2.63806 -0.09 0.03 -0.85
```
Positions in Å, forces in eV/Å.

Values from the calculation:
lowest unoccupied orbital energy (alpha / beta): -10.163 / -10.298 eV
Kohn-Sham gap (alpha / beta): 5.19 / 4.71 eV
charge: +2
HOMO energy (alpha / beta): -15.36 / -15.00 eV

***

no.,calculated total energy (Ha)
1,-1229.57759
2,-2500.19289
3,-567.41114
4,-3365.24460